# 1
Entry from OMol25: C5H8O2 as an isolated structure (ωB97M-V/def2-TZVPD).

Positions of all 15 atoms, in Å:
C1 -1.737 0.800 -0.327
C2 -0.371 0.198 -0.440
C3 0.945 0.901 -0.274
C4 0.617 -0.305 0.568
O1 0.533 -0.290 1.945
C5 0.677 -1.556 -0.290
O2 -0.190 -0.950 -1.275
H1 -1.860 1.675 -0.972
H2 -1.938 1.098 0.707
H3 -2.477 0.050 -0.615
H4 1.691 0.849 -1.064
H5 0.892 1.845 0.263
H6 1.399 -0.042 2.293
H7 1.640 -1.868 -0.714
H8 0.180 -2.404 0.194

Computed properties:
Total energy: -9407.3762 eV
2S+1: 1
Net charge: 0
LUMO energy: 0.78 eV
Frontier orbital gap: 9.85 eV

# 2
Entry from OMol25: one molecule with the formula C5H8O2 (ωB97M-V/def2-TZVPD).

Positions of all 15 atoms, in Å:
C1 -2.378 -0.124 -0.457
C2 -0.966 -0.361 0.080
C3 0.046 0.471 -0.709
C4 1.516 0.473 -0.439
O1 1.743 -0.185 0.704
C5 3.060 -0.136 1.163
O2 3.723 0.848 1.185
H1 -2.660 0.932 -0.361
H2 -3.126 -0.719 0.075
H3 -2.438 -0.383 -1.521
H4 -0.712 -1.426 0.004
H5 -0.918 -0.107 1.145
H6 -0.059 0.296 -1.789
H7 -0.184 1.549 -0.609
H8 3.353 -1.128 1.530

Computed properties:
Total energy: -9406.7136 eV
2S+1: 1
Net charge: 0
LUMO energy: 0.51 eV
Frontier orbital gap: 9.32 eV

# 3
Entry from OMol25: C5H8O2 as an isolated structure (ωB97M-V/def2-TZVPD).

Positions of all 15 atoms, in Å:
C1 -1.736 -0.731 -0.119
C2 -0.275 -0.527 0.066
O1 -0.789 2.251 -0.107
C3 0.593 -0.424 1.092
C4 1.862 -0.343 0.255
C5 0.847 -0.402 -0.915
O2 0.934 -0.329 -2.113
H1 -2.310 -0.373 0.740
H2 -2.084 -0.211 -1.015
H3 -1.934 -1.800 -0.250
H4 -0.312 2.198 -0.944
H5 -0.228 1.766 0.512
H6 0.449 -0.427 2.170
H7 2.465 0.570 0.311
H8 2.517 -1.218 0.318

Computed properties:
Total energy: -9408.1638 eV
2S+1: 1
Net charge: 0
LUMO energy: 0.40 eV
Frontier orbital gap: 10.26 eV

# 4
Entry from OMol25: C5H8O2 as an isolated structure at a distorted geometry (ωB97M-V/def2-TZVPD).

Positions of all 15 atoms, in Å:
O1 2.637 -0.159 0.880
C1 1.695 0.247 -0.178
C2 0.337 -0.067 0.434
O2 -0.548 1.043 0.744
C3 -1.684 0.270 0.354
C4 -1.679 -0.010 -1.107
C5 -0.837 -0.856 -0.165
H1 2.743 0.543 1.540
H2 1.834 1.300 -0.440
H3 1.933 -0.401 -1.025
H4 0.897 -0.498 1.319
H5 -2.567 0.284 0.989
H6 -1.232 0.698 -1.800
H7 -2.575 -0.508 -1.485
H8 -0.988 -1.926 -0.071

Computed properties:
Total energy: -9406.4152 eV
2S+1: 1
Net charge: 0
LUMO energy: 1.04 eV
Frontier orbital gap: 10.35 eV

Here are the calculated energy relative to the best compared isomer or geometry (same formula, charge and spin) numbers, same order: 237.0 300.9 161.0 329.7 (kJ/mol).